Entry 1:
Below is a 2-piece molecular cluster, C4H14N3 overall, with properties calculated with ωB97M-V with the def2-TZVPD basis set.

ORCA input file:
```
! wB97M-V def2-TZVPD RIJCOSX def2/J DEFGRID3
* xyz 1 1
C 2.8016 0.9846 0.4637
C -2.2374 1.3360 -0.5189
C 2.2808 -0.3033 -0.1596
C -2.8842 0.2410 0.1898
N -2.3244 -0.8940 0.3609
N 0.8645 -0.4265 0.1632
N 0.1670 -1.5530 -0.3758
H 2.1975 1.8282 0.1403
H 2.7703 0.9299 1.5495
H 3.8294 1.1566 0.1583
H -2.1631 2.1983 0.1463
H -1.2501 1.0650 -0.8829
H -2.8768 1.6634 -1.3409
H 2.3685 -0.2501 -1.2491
H 2.8697 -1.1628 0.1959
H -3.8905 0.4035 0.5697
H -1.3098 -1.1548 0.0096
H 0.7570 -0.4515 1.1757
H 0.2806 -1.5251 -1.3894
H 0.5593 -2.4502 -0.0631
H -2.8100 -1.6352 0.8570
*
```

The LUMO energy comes out at -3.81 eV. The relative energy (zero: lowest compared OMol25 entry of this formula, charge and spin) is 171.7 kJ/mol. The HOMO-LUMO gap comes out at 9.3 eV. The HOMO energy comes out at -13.1486 eV.



Entry 2:
Below is a 2-piece molecular cluster, C4H14N3 overall in a non-equilibrium geometry, with properties calculated with ωB97M-V with the def2-TZVPD basis set.

ORCA input file:
```
! wB97M-V def2-TZVPD RIJCOSX def2/J DEFGRID3
* xyz 1 1
C -0.3782 -2.1877 -1.6066
C -1.0007 0.1030 -0.9735
N -0.6575 -0.7763 -1.9068
N -0.9065 1.4129 -1.2378
N -1.4287 -0.3298 0.2035
H -0.6003 -0.4637 -2.8617
H -1.1335 1.8203 -2.1320
H -1.0177 2.0998 -0.5067
H -1.7266 -1.2748 0.3737
H -1.6439 0.3621 0.9025
H -1.2297 -2.8350 -1.8120
H 0.0932 -2.2391 -0.6357
H 0.3768 -2.4824 -2.3188
C 0.7426 1.0414 2.2304
C 1.9864 0.6387 1.4217
H 0.9745 1.1968 3.2795
H 0.4444 2.0193 1.8297
H -0.0113 0.2672 2.1762
H 2.2046 1.1818 0.4918
H 2.0230 -0.3947 1.0805
H 2.8893 0.8402 2.0020
*
```

The LUMO energy comes out at -3.09 eV. The relative energy (zero: lowest compared OMol25 entry of this formula, charge and spin) is 54.6 kJ/mol. The HOMO-LUMO gap comes out at 11.6 eV. The HOMO energy comes out at -14.7377 eV.